1.
C22H43FO6S | ωB97M-V with the def2-TZVPD basis set

XYZ file:
```
73
C22H43FO6S (ωB97M-V with the def2-TZVPD basis set)
H -4.72727 -3.41021 -1.73854
H 1.16436 -0.17547 2.38029
H 3.64715 -4.18213 -2.15577
C 0.57757 -1.13802 0.55270
C 3.24954 -3.45728 -1.43550
H 1.08124 4.31986 4.84018
C -0.12233 3.94606 3.06920
H -0.27735 -1.65914 0.09867
H 1.05385 3.85309 -2.19502
H 0.71960 3.38476 2.63018
C 1.13383 -0.12841 -0.45445
O -4.86977 -0.72763 -0.01571
C -0.79202 5.30666 1.21952
H -1.16796 6.32841 1.10416
O 2.02047 -0.78708 -1.37254
S -2.41283 -0.19905 1.40333
C 2.21572 -4.83143 0.49250
H 3.51537 -3.16775 0.70968
C 3.29692 -0.98797 -0.90591
C -0.84455 0.46759 2.03871
H 1.34969 -1.90395 0.70500
H 3.29124 -1.15419 0.18162
C 0.28699 3.44396 -0.23213
H -0.04392 -1.44381 2.57845
H -2.23798 -0.28448 -1.11600
H -0.56599 1.36039 1.47057
H -2.41807 -3.90996 -1.11315
H -1.17932 -2.57177 -2.57339
O -0.47999 -0.37199 -2.20539
H -0.64320 3.40792 -2.17245
C -1.87436 -0.62176 -2.09649
C 0.73796 1.73155 -2.13580
C 0.17194 4.94993 0.08146
H 1.71913 0.64116 0.07792
H 1.18934 3.03036 0.24074
H -3.23163 0.63404 2.05453
H 1.83107 1.63424 -2.10665
C 0.10122 0.58568 -1.32697
C 3.94358 -2.11345 -1.67687
H -2.39577 -0.02983 -2.86225
H 2.18375 -3.33890 -1.67493
C 3.40626 -3.99484 -0.00128
C 0.33585 3.15921 -1.73672
H 3.87788 -1.84131 -2.73847
C -4.25386 -2.81049 -0.95240
H -0.70025 0.96772 -0.67692
H -2.79209 -2.26982 -3.17021
C -2.13885 -2.12021 -2.29672
O -5.11789 -0.88037 -2.15868
H -0.97861 0.76564 3.08171
H -4.95600 -1.53261 -2.85561
H -1.04524 3.39491 2.82625
H -0.12845 5.49167 -0.82543
C -2.71926 -2.85606 -1.08181
H -0.59903 4.87090 4.95079
H -2.30249 -2.43534 -0.15812
H 1.35077 -4.67612 -0.16513
C -4.78154 -1.39522 -0.96293
H -4.54322 -3.21931 0.02057
O -0.18960 5.24268 2.50092
H 2.45783 -5.90180 0.47034
F 4.05080 0.18809 -1.06950
H -0.57223 2.92297 0.21300
C 0.24584 -0.59624 1.94457
H -0.22935 3.14036 5.07720
H 0.92332 -4.43432 1.92627
C 0.04856 4.07298 4.57587
H 1.15409 5.34269 0.37486
H -1.66217 4.62675 1.20141
H 5.00379 -2.16060 -1.40401
H 4.32767 -4.58399 0.06593
H 0.44651 1.55966 -3.17778
O 1.88374 -4.46761 1.83857
```

Calculated values
- HOMO-LUMO gap (eV) = 9.47
- molecular weight (g/mol) = 454.65
- LUMO level (eV) = 0.45
- net charge = 0
- HOMO level (eV) = -9.0130

=====

2.
C35H28CaN9O2S | ωB97M-V with the def2-TZVPD basis set

XYZ file:
```
76
C35H28CaN9O2S (ωB97M-V with the def2-TZVPD basis set)
C -4.18780 4.99609 -0.22826
N -2.35864 -2.74004 -1.33005
C -2.14535 3.69887 -0.20279
H 1.51624 -5.34092 -2.33160
C 0.70169 3.29536 3.92763
C -0.53003 1.33962 -2.81425
H -4.71893 5.87587 -0.56561
H -2.81822 0.02019 2.32560
H 0.41356 4.30560 4.18219
H -3.34234 0.01753 -1.96881
N 0.69864 1.54176 2.30489
H -2.36765 5.54632 -1.24270
C -2.01310 -3.52308 -0.23405
C 1.75218 1.20772 4.42351
H 0.51001 -3.66467 -3.90221
C 5.35645 0.87968 -1.77035
C -1.14232 -3.08590 1.97315
C 0.93013 1.37835 -2.39612
H -2.31982 -5.58819 -0.82753
C 4.96378 1.20035 -0.45723
C 1.39187 0.77212 3.15659
H -1.48656 -6.41207 1.35688
N 1.95647 1.08979 -3.22981
C 3.12472 1.10462 -2.47558
C -2.30133 -0.31317 -1.99151
N -1.40824 0.83349 -1.74225
C 0.36561 2.77686 2.69272
H 5.70953 1.21826 0.32583
C -2.12878 -1.44866 -0.99728
C 1.85924 -0.64373 2.73789
C 1.81429 -3.87549 -0.79334
H -0.63189 0.71587 -3.70499
C 3.65177 1.48374 -0.14575
O 3.21484 -2.64107 1.26901
C -2.79158 2.76086 0.61295
C 2.21670 -2.07238 0.88630
C -1.99630 -4.90233 -0.05589
C 1.39004 -4.30794 -2.03366
H -2.68232 -3.07326 -2.22188
C 1.62563 -2.54487 -0.44313
H 1.67851 2.85812 5.78986
N 1.56905 -0.99851 1.44292
C 4.44777 0.82807 -2.80661
H 6.39749 0.66200 -1.96801
H -0.74209 -4.84727 3.10024
H 3.34999 1.73164 0.86369
C -1.10792 -4.45123 2.16274
H -1.95394 1.59474 -1.36529
C 0.82326 -3.38688 -2.90474
H -0.79911 -2.41274 2.74812
H 0.24309 -1.33963 -3.13125
N 1.04091 -1.65223 -1.25913
H -0.84466 2.34468 -3.10287
H -2.12292 -0.70933 -2.99383
H 4.75561 0.57334 -3.81177
Ca 0.07382 0.29524 0.32251
N -2.20328 1.59117 1.09964
H -1.10246 3.56842 -0.47528
H 2.30879 -4.52515 -0.08535
C -3.05259 0.96285 1.84898
O 2.40897 -1.30389 3.59199
N 1.33422 1.62308 -1.17258
C -4.82745 4.08986 0.58843
C 0.67592 -2.08430 -2.47014
C 2.72410 1.43031 -1.18502
C -4.11219 2.96539 1.00905
C -2.85171 4.80630 -0.61936
H 2.30341 0.52922 5.05793
H -0.19691 3.36647 1.97829
S -4.60239 1.66905 2.04087
N -1.70398 -1.31800 0.23833
H 1.87780 0.88612 -4.21153
H -5.85135 4.25368 0.89628
C 1.40338 2.48833 4.81044
C -1.53053 -5.34855 1.16368
C -1.60278 -2.62150 0.74027
```

Calculated values
- HOMO-LUMO gap (eV) = 8.72
- molecular weight (g/mol) = 678.82
- relative energy (zero: lowest compared OMol25 entry of this formula, charge and spin) (kcal per mole) = 1.7
- LUMO level (eV) = -2.17
- net charge = +1
- HOMO level (eV) = -10.8909

=====

3.
C20H27N3O4S | ωB97M-V with the def2-TZVPD basis set

XYZ file:
```
55
C20H27N3O4S (ωB97M-V with the def2-TZVPD basis set)
C -1.59336 1.82527 -0.70615
H 2.22617 0.27069 -0.50708
H 1.44028 -1.95654 -1.18251
C -0.51261 -3.63956 -1.48343
H -6.98669 0.75128 1.08244
O 4.59759 -0.43848 0.31682
C 0.57513 -2.36572 0.75343
H -6.61147 0.17871 -0.54236
H 2.40298 -3.08013 -0.18166
H -5.15005 1.71245 2.54735
O 6.03066 1.26632 0.07350
C -2.46076 -0.35737 -0.12266
C -4.91676 0.99380 0.53234
C 1.39188 -2.79134 -0.46839
H 1.01175 -1.48019 1.20948
H 8.56921 1.83850 -0.35490
C -4.09681 1.35900 -0.72370
H 3.94266 2.64950 0.40798
H 7.24830 -0.28405 -0.53006
H 6.90996 -0.21439 1.21011
C 8.37882 1.23547 0.52854
C 3.75429 1.76497 -0.20220
C -1.39361 -3.22203 -0.29241
H -4.25822 -1.44350 -0.63077
C -6.40959 0.96115 0.18619
C -1.13140 -0.79946 0.03895
S 1.08112 2.36707 -0.47307
H -1.45295 -4.04941 0.42198
H 3.85648 2.06194 -1.24892
O 0.80610 -3.91820 -1.08753
H -0.89792 -4.55334 -1.93924
N -0.11453 0.05996 -0.07012
H 2.22413 0.98444 1.11352
H 0.55391 -3.18668 1.47662
H -5.01364 3.00245 1.34009
C -0.32117 1.31582 -0.40021
O -4.54157 -0.28073 1.06107
H 8.24773 1.89830 1.37945
C -3.71176 -1.09691 0.26508
H -6.72293 1.91660 -0.22534
N -0.80167 -2.08236 0.38165
C 4.81587 0.72413 0.09497
H -3.49018 -1.95305 0.90426
C 7.13552 0.39103 0.32552
H -3.58108 2.08724 1.83422
C -1.77666 3.15414 -1.12104
C -4.64840 2.02274 1.63498
C 2.37386 1.19126 0.05448
H -0.51840 -2.82925 -2.23133
H -4.50702 0.82009 -1.58390
H -2.38927 -2.98551 -0.65918
N -1.94271 4.23830 -1.46165
C -2.67474 0.94864 -0.53563
H -4.17899 2.42782 -0.91907
H 9.23253 0.58912 0.70948
```

Calculated values
- HOMO-LUMO gap (eV) = 8.66
- molecular weight (g/mol) = 405.52
- relative energy (zero: lowest compared OMol25 entry of this formula, charge and spin) (kcal per mole) = 32.3
- LUMO level (eV) = 0.62
- net charge = 0
- HOMO level (eV) = -8.0458

=====

4.
C7H8I2Si | ωB97M-V with the def2-TZVPD basis set

XYZ file:
```
18
C7H8I2Si (ωB97M-V with the def2-TZVPD basis set)
C -0.77148 1.30334 0.37130
H -2.26284 -1.94572 -1.09634
C -2.41919 0.36698 -1.17114
I 4.77410 1.50216 -0.09305
C -0.26808 0.04846 0.69523
H -0.43981 2.21930 0.81246
I 3.94274 -2.58348 0.06584
H -0.49204 -1.98901 0.21843
C -0.84650 -1.05683 -0.02320
H 0.75577 0.43106 2.40947
H -3.15187 0.50476 -1.87784
H 0.75930 -1.27730 1.99606
Si 3.05509 -0.25730 -0.28926
H 2.70493 0.03893 -1.73507
C -1.87906 1.40442 -0.52562
H -2.10007 2.50010 -0.62673
C -1.90632 -0.93088 -0.85345
C 0.54531 -0.27898 1.72289
```

Calculated values
- HOMO-LUMO gap (spin up / spin down) (eV) = 5.96 / 6.85
- molecular weight (g/mol) = 374.03
- relative energy (zero: lowest compared OMol25 entry of this formula, charge and spin) (kcal per mole) = 67.6
- LUMO level (spin up / spin down) (eV) = -1.73 / -1.04
- net charge = 0
- HOMO level (spin up / spin down) (eV) = -7.6914 / -7.8880